Density functional theory data (wB97M-V/def2-TZVPD) for C48H29F5HfN9SeSi as an isolated structure.

Summary:
**HOMO energy**: -10.1043 eV
**Orbital gap**: 6.22 eV
**Maximum force**: 0.69 eV/Å
**ΔE to the lowest compared entry with this formula, charge and spin**: 13.9 kcal per mole

```
! RIJCOSX wB97M-V def2-TZVPD def2/J DEFGRID3
* xyz 1 1
Hf 0.1978 0.5459 0.1298
C 2.2368 -2.2247 -3.0702
C 3.2994 -2.8319 -2.4037
C 3.3315 -2.7428 -1.0359
C 2.3582 -1.9981 -0.3482
N 1.4495 -1.2480 -1.0074
C 1.3569 -1.4672 -2.3424
N 2.3127 -2.2353 1.0081
C 1.7312 -1.5622 1.9184
N 1.2029 -0.2646 1.8684
C 0.7760 0.0556 3.1638
N 0.3385 1.1687 3.6272
C 0.4160 2.3433 2.9050
C 0.3131 3.5342 3.6362
C 0.4895 4.7391 3.0024
C 0.7776 4.7520 1.6368
C 0.8260 3.5546 0.9758
N 0.6267 2.3634 1.5790
C 0.9441 -1.1205 4.0320
C 0.6077 -1.3179 5.3583
C 0.8904 -2.5660 5.8959
C 1.4986 -3.5642 5.1299
C 1.8467 -3.3454 3.8039
C 1.5510 -2.1011 3.2776
H 2.0792 -2.3469 -4.1335
H 4.0394 -3.4143 -2.9389
H 4.0522 -3.2840 -0.4383
H 0.5088 -1.0381 -2.8462
H 0.1133 3.4572 4.6954
H 0.4130 5.6653 3.5580
H 0.9396 5.6726 1.0947
H 1.0051 3.5254 -0.0888
H 0.1337 -0.5347 5.9376
H 0.6342 -2.7768 6.9274
H 1.6981 -4.5270 5.5837
H 2.3163 -4.1127 3.2009
Se 4.7218 2.8388 -6.0425
N 5.0878 2.5808 -4.3178
C 3.9658 2.2520 -3.7481
C 3.8501 1.9574 -2.3234
C 4.9297 2.0026 -1.4396
C 4.7135 1.7155 -0.1109
C 3.4312 1.3808 0.3099
N 2.3985 1.3250 -0.5250
C 2.6008 1.6176 -1.8209
C 1.4210 1.5574 -2.6881
N 0.2652 1.2019 -2.1002
C -0.8338 1.0844 -2.8473
C -0.8252 1.3117 -4.2177
C 0.3516 1.6893 -4.8246
C 1.5055 1.8189 -4.0483
C 2.8050 2.1857 -4.6012
N 2.9913 2.4590 -5.8591
H 5.9129 2.2632 -1.8134
H 5.5195 1.7425 0.6107
H 3.2184 1.1405 1.3430
H -1.7405 0.7796 -2.3408
H -1.7422 1.1878 -4.7785
H 0.4058 1.8808 -5.8907
C -3.3034 -4.0085 3.6739
C -2.6661 -2.7994 3.9027
C -2.1074 -2.0955 2.8416
C -2.1653 -2.5799 1.5356
C -2.8088 -3.8073 1.3310
C -3.3763 -4.5128 2.3812
Si -1.3110 -1.8011 0.0406
C -2.4736 -1.7528 -1.4567
C -2.1967 -2.5595 -2.5668
C -2.9689 -2.4964 -3.7226
C -4.0459 -1.6243 -3.7926
C -4.3506 -0.8223 -2.6983
C -3.5710 -0.8871 -1.5513
H -3.7470 -4.5566 4.4965
H -2.6073 -2.3962 4.9077
H -1.6334 -1.1505 3.0546
H -2.8717 -4.2222 0.3280
H -3.8737 -5.4575 2.1933
H -0.3771 -2.8858 -0.3845
H -1.3602 -3.2514 -2.5272
H -2.7360 -3.1386 -4.5635
H -4.6553 -1.5813 -4.6872
H -5.2037 -0.1538 -2.7350
H -3.8375 -0.2576 -0.7103
F -2.7360 0.5669 1.6470
C -2.7893 1.6425 0.8441
C -1.7062 1.9281 0.0340
C -1.8562 3.1127 -0.6722
F -0.8706 3.5670 -1.4904
C -2.9776 3.9166 -0.6270
F -3.0473 5.0362 -1.3459
C -4.0378 3.5521 0.1816
F -5.1196 4.3079 0.2451
C -3.9408 2.3996 0.9362
F -4.9359 2.0428 1.7387
*
```